Below is a cluster of 2 separate species, CHF2NO2 in total at a distorted geometry, with properties calculated with ωB97M-V with the def2-TZVPD basis set.

Element x y z (Å)
C  -0.3583  0.0334  -0.8347
N  2.2299  0.4422  -0.1221
O  3.3084  0.8576  0.0461
O  1.4078  1.0675  -0.8975
F  0.0292  -1.1874  -0.9789
F  -0.9898  0.5310  -1.8710
H  -0.5673  0.3103  0.2888

The HOMO energy comes out at -8.98 eV. The calculation puts the lowest unoccupied orbital energy at -0.62 eV. The total energy comes out at -12068.08352 eV. The maximum force is 4.164 eV Å⁻¹. The gap between HOMO and LUMO comes out at 8.4 eV.

=====

Below is a structure of composition C28H26AuI2N5O5P at a distorted geometry, with properties calculated with ωB97M-V with the def2-TZVPD basis set.

Element x y z (Å)
Au  -1.2851  0.2427  0.8443
O  -2.6874  -3.0112  3.0784
C  -2.5402  -2.2389  2.1646
O  -2.8130  -1.0601  1.9660
C  -1.8785  -3.0156  0.9076
P  -0.6752  -1.8539  -0.0006
C  -1.4780  -2.1711  -1.6043
C  -2.7901  -1.6937  -1.6786
C  -3.5221  -1.8498  -2.8391
C  -2.9502  -2.4781  -3.9361
C  -1.6432  -2.9314  -3.8673
C  -0.9007  -2.7867  -2.7067
C  0.8035  -2.7525  0.5682
C  1.8210  -3.2368  -0.2458
C  2.9644  -3.7655  0.3292
C  3.1010  -3.8177  1.7074
C  2.0829  -3.3460  2.5218
C  0.9386  -2.8174  1.9550
H  -2.7298  -3.3120  0.2914
H  -1.3838  -3.9215  1.2612
H  -3.2302  -1.2059  -0.8158
H  -4.5418  -1.4994  -2.8884
H  -3.5259  -2.6305  -4.8365
H  -1.1972  -3.4186  -4.7207
H  0.1100  -3.1622  -2.6700
H  1.7243  -3.2175  -1.3182
H  3.7553  -4.1384  -0.3037
H  3.9914  -4.2500  2.1361
H  2.1747  -3.3893  3.5958
H  0.1428  -2.4361  2.5805
I  4.7796  2.3985  -5.8798
C  3.4332  1.7378  -4.3938
C  3.0723  0.3973  -4.3522
C  2.1785  -0.0366  -3.3922
C  1.6275  0.8650  -2.4861
C  2.0010  2.2052  -2.5358
C  2.9089  2.6427  -3.4808
C  0.6472  0.3849  -1.4701
O  0.7576  -0.8159  -1.1143
O  -0.1909  1.1934  -1.0194
H  3.4791  -0.3065  -5.0628
H  1.8810  -1.0718  -3.3417
H  1.5883  2.9050  -1.8257
H  3.2040  3.6819  -3.5139
I  2.3898  0.3943  6.2495
C  1.7969  0.3457  4.2524
C  2.6219  0.4178  3.1479
N  1.8180  0.3390  2.0734
N  0.5388  0.2168  2.4303
C  0.4951  0.2134  3.7468
H  3.6869  0.5177  3.0812
H  2.0700  0.3157  1.0952
H  -0.4371  0.1458  4.2716
C  -1.8832  5.8690  1.2346
N  -1.9604  4.4695  1.5637
C  -2.1014  4.0119  2.9238
C  -1.9789  2.4956  2.7611
O  -2.0002  1.6654  3.6242
N  -1.8069  2.2517  1.4207
C  -1.8012  3.4135  0.7581
N  -1.6809  3.4794  -0.5617
H  -2.6187  6.4217  1.8188
H  -2.0901  6.0332  0.1791
H  -0.8921  6.2717  1.4657
H  -3.0761  4.2766  3.3392
H  -1.3226  4.4130  3.5785
H  -1.3502  2.6422  -1.0244
H  -1.6226  4.3637  -1.0366

The HOMO energy comes out at -10.86 eV. The calculation puts the lowest unoccupied orbital energy at -5.45 eV. The total energy comes out at -76321.85884 eV. The maximum force is 6.731 eV Å⁻¹. Its net charge is +1. The gap between HOMO and LUMO comes out at 5.4 eV.

=====

Below is a cluster of 2 separate species, C2H4Br2N in total at a distorted geometry, with properties calculated with ωB97M-V with the def2-TZVPD basis set.

Element x y z (Å)
C  0.6891  -0.3970  -0.3697
C  -1.7519  -0.1678  -0.1420
N  1.4680  0.4737  0.2004
Br  -2.3755  -1.7466  0.5223
Br  -2.2752  1.6487  0.2557
H  0.3301  -1.3171  0.1297
H  0.3770  -0.1585  -1.4305
H  1.8287  0.2510  1.1691
H  1.7097  1.4135  -0.3350

The HOMO energy (alpha / beta) comes out at -13.12 / -13.12 eV. The calculation puts the lowest unoccupied orbital energy (alpha / beta) at -5.89 / -5.90 eV. The total energy comes out at -143702.63032 eV. The maximum force is 3.296 eV Å⁻¹. Its net charge is +1. The gap between HOMO and LUMO (alpha / beta) comes out at 7.2 / 7.2 eV.

=====

Below is a structure of composition C40H60Be3Br2ClF16N4O5P2S at a distorted geometry, with properties calculated with ωB97M-V with the def2-TZVPD basis set.

Element x y z (Å)
C  5.5142  1.6873  5.9239
C  5.6334  2.9030  4.8429
C  4.9326  2.5711  3.4318
C  3.6246  1.6750  3.4261
C  2.8978  1.2676  2.0802
C  3.5402  1.8104  0.7715
C  4.8346  2.7161  0.7261
C  5.5707  3.1006  2.0734
P  7.1713  4.1408  2.0716
N  8.3822  3.1754  1.5733
S  2.6780  1.3208  -0.8120
C  0.9251  1.1072  -0.2347
C  -0.1296  1.4317  -1.3066
C  0.2502  1.9547  -2.7594
C  0.2719  0.5937  -3.8160
C  1.4046  0.7247  -5.0710
O  1.5471  -0.2390  -3.7720
C  -1.6303  1.2740  -0.9256
C  -2.8488  1.6254  -1.9396
C  -3.3481  3.1747  -1.7676
C  -3.8588  3.3843  -0.2547
C  -4.6555  4.7545  0.0081
C  -5.4852  4.5417  1.4013
N  -4.7324  5.1067  2.5853
C  -1.9744  0.7573  0.5161
C  -0.8755  0.4222  1.6159
C  -1.3728  -0.0869  3.0448
F  -0.3907  -0.7886  3.8077
F  -1.6828  1.1158  3.8050
C  -2.6950  -0.9938  3.0221
F  -2.7148  -1.8828  1.8771
F  -3.9164  -0.2290  2.8996
C  -2.9067  -1.9453  4.3021
F  -4.2246  -2.5201  4.1375
F  -2.0245  -3.0891  4.3149
C  -2.9327  -1.2058  5.7259
F  -1.6635  -1.1238  6.3718
F  -3.7351  -2.0378  6.5899
F  -3.5530  0.0618  5.7346
C  0.6498  0.6312  1.2300
N  1.7187  0.3808  2.2151
C  2.2463  -1.0233  2.1865
C  1.3878  -2.0734  1.2953
C  2.1975  -3.5175  1.3574
C  1.2335  -4.7685  1.6656
O  0.4449  -4.6581  2.8791
C  1.2218  -4.8013  4.0593
C  0.7818  -3.8999  5.3324
O  2.2011  -5.5951  4.2403
H  6.5761  1.4403  6.3210
H  4.8743  2.0696  6.7898
H  5.1217  0.7117  5.4706
H  6.7702  3.0114  4.6392
H  5.2473  3.8617  5.3318
H  3.2540  1.3106  4.4562
H  5.2573  3.0755  -0.2729
H  7.5353  4.5412  3.4113
H  7.1142  5.2337  1.1444
H  8.8322  3.5774  0.7340
H  -0.5374  2.6772  -3.2074
H  1.3164  2.4028  -2.8467
H  -0.7810  0.0592  -4.0711
H  1.1715  -0.1673  -5.7504
H  2.4457  1.1303  -4.8293
H  -2.5909  1.4186  -3.0427
H  -3.7796  0.9866  -1.6679
H  -2.4551  3.8459  -2.0140
H  -4.2521  3.4038  -2.4594
H  -4.4519  2.4498  0.0386
H  -2.9024  3.4221  0.4048
H  -3.8910  5.5881  0.2500
H  -5.3565  5.0779  -0.8348
H  -5.5790  3.4047  1.6062
H  -6.5607  4.9573  1.3395
H  -5.4201  5.2105  3.3627
H  -4.0478  4.4069  2.9392
H  -3.1051  0.6566  0.7417
H  3.3995  -0.9844  1.9051
H  2.1941  -1.4171  3.2821
H  1.3713  -1.8051  0.1668
H  0.3439  -2.2809  1.7216
H  2.9208  -3.4418  2.2674
H  2.8776  -3.6688  0.4483
H  0.5369  -4.9505  0.7667
H  1.9291  -5.7083  1.7083
H  0.6265  -2.8237  4.9793
H  -0.2422  -4.3118  5.6648
H  1.5666  -3.9363  6.1710
F  2.2561  0.5978  -8.2625
P  2.0504  -0.8788  -8.8512
F  1.7894  -2.3894  -8.3489
F  1.3878  -0.1778  -10.1297
F  3.4462  -0.9600  -8.0720
F  2.8206  -1.5199  -10.0991
F  0.5948  -0.8419  -8.1914
Be  3.3681  -6.2628  2.5043
F  1.2777  -2.0632  -6.4038
Be  3.6341  0.3080  -2.5813
Br  4.7308  0.2106  -5.0279
C  -0.4346  5.4082  4.9253
C  -0.2201  6.7889  4.2680
C  -1.5953  7.3819  3.8838
O  0.4699  6.6092  3.1575
H  -0.9433  4.7027  4.2598
H  0.5165  4.9594  5.2276
H  -1.0499  5.5099  5.8256
H  0.1816  7.4417  5.0578
H  -2.1444  6.7452  3.1822
H  -1.4900  8.3708  3.4280
H  -2.2197  7.4985  4.7760
Cl  2.4359  3.9614  -2.6210
Be  -3.1784  -0.1600  -4.0650
Br  4.1184  -2.1626  0.9088
C  -2.8738  -4.7701  -6.5246
N  -2.7549  -5.9573  -5.5799
C  -1.9073  -7.0150  -6.2617
C  -4.1270  -6.5267  -5.3142
C  -2.0470  -5.5586  -4.2713
C  -2.7837  -4.5153  -3.4281
O  -2.9532  -3.3077  -4.1520
H  -3.1268  -5.1495  -7.5171
H  -3.6777  -4.1190  -6.1876
H  -1.9158  -4.2494  -6.5540
H  -2.4007  -7.3111  -7.1888
H  -1.8177  -7.8718  -5.5911
H  -0.9257  -6.5871  -6.4724
H  -4.7594  -5.7495  -4.8853
H  -4.0254  -7.3654  -4.6233
H  -4.5503  -6.8621  -6.2626
H  -1.0636  -5.1792  -4.5635
H  -1.9171  -6.4771  -3.6919
H  -2.1908  -4.2981  -2.5338
H  -3.7620  -4.8790  -3.1015
H  -3.4624  -2.6955  -3.5937

The HOMO energy comes out at -8.86 eV. The calculation puts the lowest unoccupied orbital energy at -7.59 eV. The total energy comes out at -285308.46218 eV. The maximum force is 6.837 eV Å⁻¹. Its net charge is +1. The gap between HOMO and LUMO comes out at 1.3 eV.

=====

Which value of maximum force does entry 2 give?
6.731 eV Å⁻¹

=====

What is the formula in the second record?
C28H26AuI2N5O5P

=====

The lowest maximum force belongs to which entry?
C2H4Br2N